# 1
The following is a quantum chemistry calculation of a molecular structure, C12H17Cl2NSm, from the OMol25 dataset.

The value obtained for the HOMO energy (spin up / spin down) is -4.0 / -4.0 eV. The calculation puts the largest force on an atom at 0.124 Eh/bohr. For the LUMO energy (spin up / spin down), the calculation gives 2.748 / 2.754 eV. Its charge is -1. As for the spin multiplicity: 6. The value obtained for the molar mass is 396.54 g mol⁻¹. The gap between HOMO and LUMO (spin up / spin down) is 6.76 / 6.72 eV.

XYZ file:
```
33
C12H17Cl2NSm, DFT wB97M-V/def2-TZVPD
Sm -0.39 -0.88 1.61
Cl 2.15 -2.20 2.23
Cl -1.15 0.78 3.66
N 1.71 0.38 0.50
C 4.26 1.33 0.16
C 3.92 0.06 -0.35
C -1.27 -0.45 -2.67
C -2.29 0.75 -2.47
C 2.02 1.57 1.03
C -0.97 -1.31 -1.46
C -0.73 -2.11 3.38
C 2.61 -0.39 -0.13
C -3.13 0.70 -1.19
C -1.52 -0.96 -0.36
C -2.27 0.22 0.08
C 3.31 2.12 0.84
H -0.32 0.04 -2.90
H 1.22 2.07 1.61
H -3.57 1.72 -1.03
H -1.76 1.18 0.40
H -1.52 -0.85 -3.67
H -2.99 0.83 -3.34
H -1.66 1.66 -2.54
H 5.27 1.69 0.05
H 0.01 -1.84 -1.59
H 2.28 -1.42 -0.37
H 4.60 -0.59 -0.88
H 3.52 3.11 1.23
H -0.88 -3.17 3.04
H -1.79 -2.20 1.84
H -2.93 0.02 0.94
H -1.81 -1.81 3.63
H -3.92 -0.04 -1.29
```

Atomic partial charges in e from the Löwdin method, atoms 1 to 6: 0.96, -0.29, -0.32, -0.08, -0.07, -0.06

***

# 2
The following is a quantum chemistry calculation of a molecular structure, C12H17Cl5GeRhS, from the OMol25 dataset.

The value obtained for the HOMO energy is -12.1 eV. The calculation puts the largest force on an atom at 0.023 Eh/bohr. For the LUMO energy, the calculation gives -4.798 eV. Its charge is +1. The value obtained for the molar mass is 546.12 g mol⁻¹. The gap between HOMO and LUMO is 7.34 eV.

XYZ file:
```
37
C12H17Cl5GeRhS, DFT wB97M-V/def2-TZVPD
Rh -0.43 -0.21 0.20
Ge -0.81 2.89 -0.27
Cl -2.42 -1.74 1.69
Cl -1.93 -4.30 3.46
Cl 3.36 -3.90 2.48
Cl 0.98 -5.36 3.84
Cl 2.83 -1.38 0.70
S 0.02 -0.75 -2.02
C 0.43 1.48 0.51
C -1.30 2.42 -2.11
C 1.76 -3.33 2.24
C 1.73 -0.50 -2.51
C 0.69 -3.99 2.86
C 1.52 -2.22 1.44
C -0.03 -2.56 -2.00
C -0.82 -2.41 1.90
C -2.39 2.98 0.88
C 0.26 4.53 -0.24
C 0.22 -1.76 1.25
C -0.61 -3.53 2.70
H -1.82 3.28 -2.55
H 0.42 1.50 1.61
H -0.43 2.21 -2.72
H 2.41 -1.04 -1.86
H -3.11 3.68 0.46
H -1.98 1.57 -2.16
H -2.88 2.00 0.95
H -0.32 5.35 -0.66
H 0.58 -2.96 -1.20
H 0.54 4.79 0.78
H 0.33 -2.90 -2.96
H -2.13 3.31 1.88
H 1.17 4.41 -0.83
H 1.83 -0.82 -3.54
H 1.45 1.57 0.12
H 1.94 0.57 -2.45
H -1.07 -2.86 -1.88
```

Atomic partial charges in e from the natural (NBO) method, atoms 1 to 6: 0.57, 1.51, 0.05, 0.11, 0.10, 0.11

***

# 3
The following is a quantum chemistry calculation of a molecular structure, C12H17CuF6N3O2P, from the OMol25 dataset.

The value obtained for the HOMO energy is -1.1 eV. The calculation puts the largest force on an atom at 0.066 Eh/bohr. For the LUMO energy, the calculation gives 5.098 eV. Its charge is -2. The value obtained for the molar mass is 443.79 g mol⁻¹. The gap between HOMO and LUMO is 6.22 eV.

XYZ file:
```
42
C12H17CuF6N3O2P, DFT wB97M-V/def2-TZVPD
Cu -1.18 0.19 -0.35
P 0.09 1.01 2.85
F 1.08 1.78 1.77
F -1.06 0.61 1.77
F 1.13 1.53 4.00
F -0.76 2.32 3.34
F 1.03 -0.27 2.64
F -0.70 0.21 3.98
O -3.24 1.20 -0.96
O -2.21 -1.71 0.27
N 0.09 -0.36 -2.85
N -1.26 3.20 -1.03
N 0.12 -3.26 1.09
C 0.55 4.42 -0.65
C 1.26 0.42 -1.25
C 1.18 -5.30 1.03
C 0.36 4.36 -2.04
C -0.43 3.60 -0.07
C 0.64 0.78 -2.39
C 1.51 -4.64 2.26
C -0.85 3.76 -2.21
C 1.05 -0.92 -1.01
C 0.82 -3.40 2.27
C 0.31 -1.38 -1.99
C 0.40 -4.36 0.32
H -0.65 3.50 0.99
H 0.98 4.84 -2.78
H -0.45 -2.48 0.81
H 0.47 1.72 -2.89
H 1.38 4.97 -0.22
H 1.83 1.08 -0.61
H -3.80 0.71 -1.59
H 1.52 -6.25 0.65
H 1.57 -1.43 -0.21
H 0.78 -2.68 3.08
H -1.37 3.65 -3.14
H -0.50 -0.40 -3.66
H -0.07 -2.38 -2.14
H -1.73 -1.84 -0.57
H -2.04 2.57 -0.93
H -0.02 -4.40 -0.67
H 2.18 -4.94 3.04
```

Atomic partial charges in e from the natural (NBO) method, atoms 1 to 6: 0.92, 2.60, -0.59, -0.58, -0.62, -0.60

***

- What is the formula in the second record?
  C12H17Cl5GeRhS

***

- The lowest charge belongs to which entry?
  C12H17CuF6N3O2P